This record from the OMol25 dataset describes a 2-piece molecular cluster, C4H9NO2 overall. The level of theory is ωB97M-V/def2-TZVPD.

The geometry in XYZ format:
```
16
Properties=species:S:1:pos:R:3:nbo_charge:R:1
C 1.844 0.292 0.206 0.45
C 1.887 -1.103 0.748 -0.74
C -1.754 1.252 -0.961 -0.71
C -1.369 0.100 -0.089 0.61
O 1.236 0.645 -0.798 -0.54
O -1.051 0.499 1.227 -0.72
N -1.332 -1.137 -0.329 -0.74
H -1.060 -0.305 1.771 0.49
H 2.783 0.842 0.428 0.10
H -1.418 -1.365 -1.314 0.36
H 0.929 -1.595 0.582 0.25
H 2.661 -1.685 0.251 0.25
H 2.133 -1.065 1.810 0.22
H -2.293 0.912 -1.843 0.22
H -2.350 1.963 -0.394 0.24
H -0.845 1.751 -1.296 0.26
```

Results
Charge: 0
Frontier orbital gap in Eh: 0.38440
SMILES string: [H]/N=C(\C)O.CC=O
LUMO in eV: 0.8
Relative energy (zero: lowest compared OMol25 entry of this formula, charge and spin) in kcal per mole: 42.2



This record from the OMol25 dataset describes an isolated ion of composition C5H9N2 and charge +1. The level of theory is ωB97M-V/def2-TZVPD.

The geometry in XYZ format:
```
16
Properties=species:S:1:pos:R:3:nbo_charge:R:1
C 0.474 0.257 1.618 -0.25
C 0.095 -1.123 1.845 0.13
C 0.401 0.527 0.306 0.05
C -0.063 -0.866 -0.320 0.02
C 0.699 1.763 -0.429 -0.66
N -0.294 -1.749 0.791 -0.42
N -1.079 -0.683 -1.391 -0.68
H 0.763 0.801 2.428 0.24
H 0.042 -1.618 2.739 0.22
H 0.786 -1.521 -0.810 0.27
H -0.240 2.195 -0.588 0.23
H 1.142 1.567 -1.301 0.22
H 1.411 2.372 0.015 0.26
H -0.811 0.020 -2.060 0.45
H -1.991 -0.384 -0.936 0.45
H -1.334 -1.558 -1.906 0.46
```

Results
Charge: +1
Frontier orbital gap in Eh: 0.35429
SMILES string: CC1=CC=N[C@H]1[NH3+]
LUMO in eV: -4.2
Relative energy (zero: lowest compared OMol25 entry of this formula, charge and spin) in kcal per mole: 72.9



This record from the OMol25 dataset describes a 12-piece molecular cluster, C43H86ClIN2O16 overall. The level of theory is ωB97M-V/def2-TZVPD.

The geometry in XYZ format:
```
149
Properties=species:S:1:pos:R:3:lowdin_charge:R:1
C 4.093 1.707 -0.551 -0.12
O 2.842 2.361 -0.145 -0.24
C 2.152 3.017 -1.264 -0.20
C 0.547 2.562 -1.131 -0.03
C 0.112 1.186 -1.972 -0.46
Cl 1.281 0.193 -3.030 0.53
C -1.459 0.717 -1.794 0.00
C -2.556 1.522 -0.843 -0.12
N -3.937 0.940 -0.750 0.13
C -4.859 1.723 0.140 -0.11
O -6.232 1.239 0.352 -0.05
C -7.105 1.600 -0.790 -0.23
O -6.816 1.221 -2.042 0.00
C -8.454 2.497 -0.402 -0.05
C -9.024 2.278 1.148 0.00
C -10.322 3.118 1.723 -0.05
C -11.022 4.193 0.661 -0.06
C -10.489 4.381 -0.888 -0.06
C -9.193 3.537 -1.453 0.01
C -4.378 3.096 0.871 -0.03
C -5.531 3.883 1.790 -0.10
O -5.880 3.099 3.012 -0.21
O -4.698 2.812 3.523 -0.09
N -3.022 3.743 0.820 0.12
C -2.146 2.880 -0.045 -0.09
C -0.557 3.378 -0.206 -0.02
C -0.098 4.759 0.614 -0.19
C -0.648 6.018 -0.281 -0.29
C -0.979 7.380 0.571 -0.65
I -2.351 7.097 2.263 0.67
H 5.023 2.271 -0.071 0.09
H 4.207 1.505 -1.697 0.10
H 4.089 0.633 -0.031 0.11
H 2.231 4.206 -1.233 0.12
H 2.482 2.672 -2.331 0.10
H -1.793 -0.258 -2.377 0.10
H -8.497 1.510 1.880 0.11
H -10.691 2.962 2.834 0.09
H -11.941 4.863 0.994 0.09
H -11.045 5.161 -1.574 0.09
H -8.755 3.645 -2.543 0.11
H -6.480 4.156 1.136 0.14
H -5.118 4.932 2.183 0.11
H -4.752 2.802 4.527 0.14
H -0.574 4.662 1.678 0.08
H 1.067 4.742 0.753 0.10
H -1.624 5.712 -0.897 0.12
H 0.217 6.287 -1.051 0.12
H -1.542 8.114 -0.184 0.06
H 0.006 7.970 0.884 0.07
C -0.288 -3.754 -5.493 -0.09
C -0.334 -4.010 -4.001 -0.32
O 0.852 -3.525 -3.388 -0.11
H 0.582 -4.245 -5.941 0.07
H -1.193 -4.126 -5.980 0.08
H -0.191 -2.683 -5.699 0.06
H -0.409 -5.083 -3.798 0.11
H -1.194 -3.512 -3.543 0.11
H 0.905 -2.571 -3.567 0.04
C 5.632 6.509 0.971 -0.09
C 4.739 5.512 0.263 -0.33
O 3.421 6.030 0.157 -0.11
H 5.245 6.730 1.971 0.08
H 6.651 6.122 1.064 0.08
H 5.664 7.457 0.424 0.07
H 4.692 4.573 0.823 0.11
H 5.112 5.295 -0.743 0.11
H 3.472 6.859 -0.350 0.09
C 4.859 -5.090 -2.430 -0.09
C 4.403 -5.894 -3.630 -0.32
O 3.038 -6.255 -3.480 -0.09
H 4.733 -5.669 -1.509 0.07
H 5.911 -4.807 -2.528 0.08
H 4.258 -4.182 -2.320 0.07
H 4.991 -6.811 -3.723 0.10
H 4.514 -5.317 -4.554 0.11
H 2.523 -5.434 -3.407 0.06
C -2.272 1.868 7.593 -0.10
C -3.227 0.693 7.548 -0.33
O -4.000 0.742 6.358 -0.09
H -2.823 2.814 7.553 0.08
H -1.671 1.848 8.506 0.07
H -1.600 1.855 6.728 0.07
H -3.910 0.722 8.401 0.11
H -2.682 -0.256 7.574 0.11
H -3.384 0.707 5.606 0.09
C 2.722 -4.809 1.390 -0.07
C 3.067 -3.375 1.047 -0.30
O 4.464 -3.163 1.193 -0.11
H 3.023 -5.041 2.417 0.08
H 1.648 -4.987 1.287 0.05
H 3.260 -5.504 0.737 0.07
H 2.545 -2.684 1.716 0.11
H 2.782 -3.138 0.017 0.11
H 4.918 -3.775 0.588 0.08
C -7.279 7.993 4.044 -0.09
C -7.437 7.701 2.566 -0.31
O -6.886 6.429 2.261 -0.12
H -6.222 7.974 4.329 0.08
H -7.695 8.973 4.295 0.07
H -7.784 7.231 4.646 0.07
H -6.912 8.453 1.969 0.12
H -8.492 7.706 2.276 0.11
H -7.364 5.768 2.790 0.09
C 1.901 -0.545 -8.755 -0.09
C 1.939 -0.740 -7.254 -0.32
O 1.670 -2.098 -6.935 -0.11
H 0.922 -0.828 -9.156 0.08
H 2.102 0.498 -9.018 0.07
H 2.643 -1.181 -9.248 0.07
H 1.181 -0.119 -6.767 0.11
H 2.919 -0.472 -6.848 0.11
H 2.353 -2.641 -7.365 0.10
C 7.922 -0.502 2.460 -0.09
C 7.736 -0.653 0.964 -0.32
O 7.256 -1.955 0.664 -0.09
H 8.628 -1.249 2.837 0.08
H 8.296 0.495 2.708 0.08
H 6.975 -0.664 2.986 0.06
H 8.689 -0.512 0.444 0.11
H 7.022 0.082 0.581 0.10
H 6.406 -2.067 1.123 0.05
C 3.009 -1.656 5.090 -0.09
C 4.053 -1.126 4.129 -0.34
O 4.952 -0.268 4.814 -0.10
H 2.452 -0.832 5.546 0.08
H 2.305 -2.317 4.576 0.07
H 3.482 -2.212 5.907 0.07
H 3.578 -0.554 3.326 0.11
H 4.623 -1.944 3.678 0.10
H 5.374 -0.788 5.519 0.09
C 5.262 -10.449 -3.888 -0.10
C 3.826 -10.879 -4.106 -0.33
O 2.956 -10.083 -3.314 -0.09
H 5.536 -10.545 -2.832 0.08
H 5.946 -11.055 -4.488 0.07
H 5.396 -9.396 -4.157 0.06
H 3.691 -11.925 -3.815 0.11
H 3.540 -10.773 -5.157 0.11
H 3.077 -9.157 -3.586 0.07
C -2.078 -7.471 0.849 -0.10
C -1.733 -6.037 0.506 -0.32
O -0.336 -5.825 0.652 -0.11
H -1.777 -7.703 1.877 0.08
H -3.152 -7.649 0.746 0.07
H -1.540 -8.166 0.196 0.07
H -2.255 -5.347 1.175 0.12
H -2.018 -5.800 -0.524 0.11
H 0.118 -6.437 0.047 0.09
```

Results
Charge: 0
Frontier orbital gap in Eh: 0.25817
SMILES string: COCc1c(Cl)cc2nc(OC(=O)c3ccccc3)c(COO)nc2c1CCCI.CCO.CCO.CCO.CCO.CCO.CCO.CCO.CCO.CCO.CCO.CCO
LUMO in eV: -1.2



This record from the OMol25 dataset describes C20H18F6N5NiO4S2 as an isolated structure. The level of theory is ωB97M-V/def2-TZVPD.

The geometry in XYZ format:
```
56
Properties=species:S:1:pos:R:3:nbo_charge:R:1
Ni 0.642 0.255 0.345 1.48
C -1.601 1.737 -0.589 -0.27
N -1.201 0.309 -0.639 -0.50
C -1.257 -0.126 -2.058 -0.25
C -0.687 -1.497 -2.336 0.20
C -0.400 -1.858 -3.646 -0.24
C 0.157 -3.102 -3.880 -0.14
C 0.400 -3.941 -2.804 -0.24
C 0.065 -3.497 -1.538 0.06
N -0.470 -2.298 -1.303 -0.48
C -2.107 -0.503 0.231 -0.26
C -1.415 -1.375 1.255 0.26
C -2.128 -2.344 1.940 -0.24
C -1.469 -3.125 2.874 -0.12
C -0.116 -2.921 3.101 -0.24
C 0.527 -1.930 2.387 0.06
N -0.118 -1.175 1.494 -0.55
C -1.237 2.363 0.733 0.21
C -1.858 3.507 1.205 -0.23
C -1.421 4.053 2.400 -0.12
C -0.390 3.436 3.092 -0.24
C 0.179 2.298 2.557 0.08
N -0.238 1.778 1.400 -0.56
H -2.671 1.842 -0.792 0.22
H -1.066 2.267 -1.381 0.24
H -0.687 0.601 -2.634 0.23
H -2.295 -0.069 -2.408 0.21
H -0.592 -1.170 -4.461 0.23
H 0.405 -3.411 -4.887 0.23
H 0.843 -4.917 -2.941 0.24
H 0.237 -4.121 -0.668 0.20
H -2.730 -1.141 -0.396 0.24
H -2.777 0.177 0.764 0.23
H -3.180 -2.491 1.734 0.23
H -2.004 -3.893 3.416 0.24
H 0.433 -3.516 3.816 0.24
H 1.580 -1.715 2.515 0.23
H -2.664 3.958 0.642 0.24
H -1.883 4.950 2.791 0.24
H -0.026 3.832 4.029 0.24
H 0.993 1.779 3.045 0.23
F 1.404 1.721 -2.415 -0.33
C 2.573 1.198 -2.831 0.73
F 3.447 2.169 -2.998 -0.28
F 2.352 0.584 -3.985 -0.30
S 3.189 -0.056 -1.596 2.25
O 1.948 -0.585 -1.024 -1.04
O 4.003 -0.948 -2.334 -0.86
N 4.025 0.752 -0.527 -1.17
S 3.198 1.473 0.595 2.20
O 2.351 2.540 0.131 -0.93
O 2.496 0.532 1.479 -1.00
C 4.533 2.229 1.618 0.77
F 3.932 2.854 2.628 -0.30
F 5.207 3.097 0.890 -0.28
F 5.340 1.296 2.088 -0.29
```

Results
Charge: +1
Frontier orbital gap (alpha / beta) in Eh: 0.35249 / 0.33709
Multiplicity: 3
LUMO (alpha / beta) in eV: -2.7 / -3.1
Relative energy (zero: lowest compared OMol25 entry of this formula, charge and spin) in kcal per mole: 18.7



This record from the OMol25 dataset describes a 2-piece molecular cluster, C7H8N4OS overall. The level of theory is ωB97M-V/def2-TZVPD.

The geometry in XYZ format:
```
21
Properties=species:S:1:pos:R:3:nbo_charge:R:1
C 3.457 -0.407 0.329 -0.27
C 2.985 -1.714 0.294 -0.15
C 2.593 0.743 0.364 0.05
C 1.594 -1.776 0.014 0.06
C 0.826 -0.592 -0.066 -0.04
C -0.414 -1.134 -0.338 0.07
C -3.169 0.985 -1.182 -0.85
N 1.300 0.639 0.128 -0.39
N 0.898 -2.890 -0.367 -0.28
N -3.241 -0.177 1.423 -1.06
N -0.343 -2.449 -0.551 -0.35
O -3.434 -1.681 -0.523 -0.91
S -2.839 -0.450 -0.049 1.83
H 4.471 -0.351 0.598 0.21
H 3.478 -2.680 0.251 0.24
H 3.092 1.630 0.445 0.19
H -3.712 0.716 -2.158 0.27
H -3.761 1.746 -0.532 0.27
H -2.160 1.229 -1.627 0.27
H -2.928 0.606 1.936 0.39
H -1.174 -3.080 -0.880 0.45
```

Results
Charge: 0
Frontier orbital gap (alpha / beta) in Eh: 0.27036 / 0.27037
LUMO (alpha / beta) in eV: -1.2 / -1.2
Relative energy (zero: lowest compared OMol25 entry of this formula, charge and spin) in kcal per mole: 132.9



This record from the OMol25 dataset describes an isolated molecule of C2H6Si2. The level of theory is ωB97M-V/def2-TZVPD.

The geometry in XYZ format:
```
10
Properties=species:S:1:pos:R:3:nbo_charge:R:1
C 0.600 0.057 0.072 -0.40
C -0.675 -0.097 -0.081 -0.43
Si 2.482 -0.066 0.056 0.82
Si -2.503 -0.030 0.140 0.87
H 2.938 1.131 -0.773 -0.15
H 2.639 -1.126 -0.875 -0.15
H 3.540 -0.108 1.244 -0.10
H -2.944 -0.263 -1.113 -0.19
H -2.831 1.494 0.381 -0.13
H -3.247 -0.993 0.948 -0.13
```

Results
Charge: 0
Frontier orbital gap in Eh: 0.38303
SMILES string: [SiH3]C#C[SiH3]
LUMO in eV: 0.4
Relative energy (zero: lowest compared OMol25 entry of this formula, charge and spin) in kcal per mole: 13.5



This record from the OMol25 dataset describes a 2-piece molecular cluster, CNPS overall. The level of theory is ωB97M-V/def2-TZVPD.

The geometry in XYZ format:
```
4
Properties=species:S:1:pos:R:3:nbo_charge:R:1
C 0.880 -0.821 -0.100 -0.06
N 1.623 -1.549 -0.563 -0.47
P -1.285 0.289 0.646 0.73
S -1.217 2.081 0.017 -0.20
```

Results
Charge: 0
Frontier orbital gap in Eh: 0.27439
LUMO in eV: -2.9
Relative energy (zero: lowest compared OMol25 entry of this formula, charge and spin) in kcal per mole: 32.7



This record from the OMol25 dataset describes C21H28N4O4 as an isolated structure. The level of theory is ωB97M-V/def2-TZVPD.

The geometry in XYZ format:
```
57
Properties=species:S:1:pos:R:3:nbo_charge:R:1
C 8.737 -1.899 -3.132 -0.38
C 7.500 -1.456 -2.614 -0.15
C 6.806 -2.244 -1.497 -0.26
N 5.572 -2.512 -1.787 -0.62
C 4.634 -1.783 -1.230 0.73
O 4.782 -1.176 -0.174 -0.64
N 3.479 -2.371 -1.433 -0.66
C 2.933 -3.156 -2.744 0.69
O 3.743 -3.737 -3.477 -0.57
C 1.435 -3.263 -2.795 -0.17
H 1.129 -4.577 -2.721 0.27
O 0.718 -2.620 -2.053 -0.47
C -0.087 -2.990 -1.112 0.74
O -0.350 -4.460 -1.069 -0.65
C -0.807 -2.217 -0.235 -0.30
C -0.352 -0.998 0.070 0.04
C -0.956 0.180 0.899 -0.18
C -2.246 0.199 1.368 0.24
N -2.503 1.283 2.035 -0.31
C -1.065 1.781 2.212 0.14
C -0.245 1.158 1.225 -0.26
H 0.859 1.131 1.238 0.24
C -0.797 2.951 2.970 -0.66
H -1.124 2.874 4.067 0.22
H 0.189 3.079 2.782 0.24
H -1.196 4.007 2.491 0.20
C -3.404 1.950 2.850 -0.20
H -3.302 1.831 3.806 0.23
H -4.148 0.972 2.886 0.19
C -4.082 3.130 2.384 -0.42
H -3.397 3.808 2.213 0.20
H -4.822 3.461 2.916 0.22
C -4.808 3.015 0.946 -0.23
C -5.644 4.329 0.771 -0.60
H -6.435 4.238 1.543 0.21
H -6.336 4.037 -0.191 0.21
H -5.244 5.229 0.715 0.21
C -3.704 2.954 0.023 -0.62
H -4.269 2.980 -1.175 0.18
H -3.021 2.027 -0.150 0.24
H -3.156 4.020 0.011 0.21
H -5.228 1.919 1.019 0.22
C -3.434 -0.579 0.933 -0.66
H -3.679 -1.210 1.731 0.24
H -4.351 0.031 0.671 0.22
H -3.472 -0.981 0.062 0.23
H 0.384 -0.510 -0.535 0.20
C -1.727 -2.714 0.886 0.28
N -2.485 -3.411 1.438 -0.28
H 1.278 -3.151 -3.845 0.23
H 2.496 -1.972 -1.089 0.39
H 5.337 -3.187 -2.619 0.44
H 6.777 -1.534 -0.665 0.25
H 7.549 -3.097 -1.150 0.18
H 7.035 -0.605 -2.866 0.18
H 9.150 -1.480 -3.862 0.16
H 9.356 -2.680 -2.938 0.19
```

Results
Charge: 0
Frontier orbital gap in Eh: 0.25228
LUMO in eV: -1.2
Relative energy (zero: lowest compared OMol25 entry of this formula, charge and spin) in kcal per mole: 483.3



| no. | strongest force on any atom (eV/Å) | electronic energy (Eh) |
| --- | --- | --- |
| 1 | 3.7 | -363.01826 |
| 2 | 4.3 | -305.11380 |
| 3 | 9.0 | -3760.18187 |
| 4 | 0.5 | -4251.40517 |
| 5 | 4.9 | -963.78327 |
| 6 | 6.6 | -658.65354 |
| 7 | 4.6 | -832.31542 |
| 8 | 14.0 | -1336.37358 |